DFT (ωB97M-V/def2-TZVPD) results for C40H49AgBN9O2S6 as an isolated structure.

Geometry (Å):
C: 4.585424 -2.585481 0.060466
H: 3.289976 0.038320 4.812400
H: -3.634146 -2.455626 -2.693933
C: 1.228324 -0.804390 -3.864798
N: -8.124039 0.694648 -3.402735
H: -4.517438 0.599110 5.131674
C: 2.621902 -3.341431 1.591357
H: 4.069899 3.906905 -1.851247
C: -5.247704 0.894192 -3.433321
H: 4.663850 1.250932 -4.374601
H: 5.378157 2.593754 -3.486965
H: 1.484230 -4.644467 3.576966
C: 0.522104 -2.247179 1.317444
H: 6.335196 -1.322531 0.278937
N: 0.872924 -0.061893 -1.644725
C: 0.935207 -1.769105 -4.961616
C: 2.085347 0.238842 -3.990386
H: 3.743090 2.440639 -0.910214
C: 5.303059 -3.839259 0.558799
N: 1.731155 0.961381 -1.763064
C: -3.970012 0.761428 -2.919344
H: 3.262164 -4.067306 2.073023
C: 4.671245 1.765805 -3.412349
C: -7.087901 -1.315236 3.957754
C: 4.622050 -2.557756 -1.470700
N: -3.596938 0.319621 1.114984
H: 6.308506 -3.869524 0.137371
C: 2.324928 1.128386 -2.903417
H: 1.146382 -2.789061 -4.636341
Ag: -1.904318 -0.754501 -0.451162
H: 4.799321 -0.434083 0.253708
C: -4.110228 -1.512745 -2.937165
C: 3.283125 2.298298 -3.034359
C: 1.349674 1.751887 2.537808
C: 1.270766 1.845139 5.003367
S: -2.425781 1.417386 3.238370
N: 1.120818 -1.530342 0.348802
H: 1.902499 -0.582103 3.899276
H: 4.145653 -1.657512 -1.857485
C: -5.382766 -1.487795 -3.477645
C: 1.333216 -3.211071 2.001074
C: -0.076490 3.135869 1.164953
H: 3.011998 3.594757 3.796152
H: 0.926702 3.855078 2.878179
C: -5.142313 0.042357 4.446092
H: 1.527536 -1.543748 -5.846940
H: 0.279552 -3.362418 3.847068
C: -6.739175 -1.390936 2.615219
H: -3.389840 1.642798 -2.674692
C: -0.815018 4.387863 0.843621
S: -0.549525 -2.163169 -2.236786
C: 2.178770 1.570403 3.795127
C: 2.716228 0.143776 3.889600
H: -7.755752 1.066228 -2.541247
S: -1.407620 1.898292 -0.894508
C: 0.732071 -4.017483 3.101032
H: 3.972311 2.404123 4.667057
S: -4.833058 -0.599582 0.640296
H: 5.407381 -3.849081 1.645069
C: -0.313817 1.959359 0.366626
N: 0.391035 0.851586 0.691392
H: -9.109425 0.778554 -3.589270
H: -0.479776 5.208901 1.475224
S: -1.097800 -1.949108 1.640369
H: -0.691145 4.656674 -0.206317
H: 5.041707 1.070465 -2.656388
H: -0.071462 -4.646119 2.713258
C: -5.980853 -0.255398 -3.694129
C: 2.766472 3.233806 -4.135925
H: 4.107867 -3.422755 -1.894029
H: -5.920711 -2.401843 -3.684564
H: -6.593078 -0.560420 5.899827
H: -5.657535 1.879085 -3.612944
H: 5.284199 -1.327266 1.700931
O: -5.702759 0.069650 -0.292555
C: 3.137885 -2.538302 0.534801
H: 0.433703 1.145658 5.025672
H: 5.659071 -2.577045 -1.811807
H: 3.447887 4.078426 -4.251023
H: 2.408356 3.465781 -1.419421
H: -7.983470 -1.812157 4.307393
H: 4.786423 -4.751091 0.252296
C: 0.566136 -0.957357 -2.600050
C: 0.750577 3.009933 2.225526
C: -5.584199 -0.743144 2.227721
N: -3.413972 -0.414533 -2.646843
H: -1.882227 4.219767 1.003732
H: 2.698512 2.728582 -5.100788
C: -3.596712 0.573060 2.415977
N: 2.388731 -1.654842 -0.053126
H: 1.778309 3.621537 -3.884063
H: -7.346127 -1.936781 1.905472
C: 3.379121 3.071816 -1.721312
O: -4.277422 -1.865515 0.197096
C: 5.294451 -1.339194 0.608698
C: -4.790000 -0.033433 3.110189
B: 0.404970 -0.329092 -0.229647
H: -0.125381 -1.739924 -5.216220
H: 0.859219 2.855473 4.982508
C: -6.298050 -0.606677 4.859477
C: 3.350942 2.557653 3.783017
H: 3.975733 2.414835 2.898911
H: 2.595955 0.402455 -4.931063
H: 3.365148 -0.095930 3.045512
C: -7.402273 -0.171482 -4.131956
S: -8.015346 -1.064468 -5.362605
H: 1.843434 1.737550 5.926757
N: 1.185020 0.721869 1.776358

Atoms 1-3, force components in eV/Å:
0.0 0.0 0.0
0.0 0.0 0.0
0.0 0.0 0.0

Its lowest unoccupied orbital energy is -0.916 eV. For the largest force on an atom, the calculation gives 0.0092 Eh/bohr. The calculation puts the gap between HOMO and LUMO at 6.6 eV. The value obtained for the HOMO energy is -7.5 eV. Its total energy is -4757.991852 a.u.

Atom charges from the Mulliken analysis, given in e for atoms 1 to 99:
1. C 2.426
2. H 0.567
3. H 0.343
4. C 0.065
5. N -0.328
6. H 0.440
7. C -0.591
8. H 0.511
9. C -0.917
10. H 0.359
11. H 0.485
12. H 0.406
13. C 0.566
14. H 0.451
15. N 1.048
16. C -1.813
17. C -0.500
18. H 0.263
19. C -2.257
20. N -0.385
21. C -0.103
22. H 0.452
23. C -1.636
24. C -0.596
25. C -1.543
26. N -0.330
27. H 0.428
28. C 0.149
29. H 0.363
30. Ag 0.805
31. H 0.177
32. C -0.340
33. C 2.243
34. C 0.194
35. C -1.750
36. S -0.412
37. N 0.842
38. H 0.280
39. H 0.103
40. C -0.828
41. C 0.425
42. C -0.540
43. H 0.329
44. H 0.401
45. C -0.703
46. H 0.429
47. H 0.366
48. C -0.632
49. H 0.385
50. C -1.897
51. S -0.457
52. C 2.033
53. C -1.925
54. H 0.224
55. S -0.523
56. C -1.851
57. H 0.478
58. S 1.219
59. H 0.390
60. C 1.573
61. N 0.931
62. H 0.214
63. H 0.474
64. S -0.554
65. H 0.347
66. H 0.219
67. H 0.368
68. C 0.792
69. C -1.752
70. H 0.397
71. H 0.407
72. H 0.390
73. H 0.486
74. H 0.311
75. O -0.633
76. C -0.140
77. H 0.328
78. H 0.450
79. H 0.465
80. H 0.261
81. H 0.390
82. H 0.466
83. C 0.734
84. C -0.535
85. C 0.017
86. N 0.190
87. H 0.338
88. H 0.336
89. C 0.334
90. N -0.366
91. H 0.365
92. H 0.468
93. C -1.884
94. O -0.735
95. C -1.513
96. C 0.155
97. B -0.994
98. H 0.332
99. H 0.323

***

DFT (ωB97M-V/def2-TZVPD) results for CsH2O as an isolated structure at a distorted geometry.

Geometry (Å):
H: -0.139608 0.226568 -1.202340
O: 0.299643 0.463538 -0.385550
H: 0.533902 -0.374672 0.012900
Cs: -0.693938 -0.315432 1.574990

Atoms 1-3, force components in eV/Å:
0.1 0.2 -0.9
1.3 0.8 -2.3
1.8 0.1 -2.4

Its lowest unoccupied orbital energy is -4.211 eV. For the largest force on an atom, the calculation gives 0.1275 Eh/bohr. The calculation puts the gap between HOMO and LUMO at 12.8 eV. The charge is +1. The value obtained for the HOMO energy is -17.0 eV. Its total energy is -96.300468 a.u.

And the Mulliken charges, in e, turn out to be:
1. H 0.381
2. O -0.674
3. H 0.318
4. Cs 0.975

***

DFT (ωB97M-V/def2-TZVPD) results for a 2-piece molecular cluster, C6H16 overall at a distorted geometry.

Geometry (Å):
C: 1.945113 -1.102322 -1.062506
H: -0.598094 -1.954905 -2.491349
H: -0.255569 1.441569 -0.997010
C: -0.178822 -0.902274 -2.375557
H: -1.409375 1.247298 0.902264
H: -1.167269 -0.347650 -2.492700
H: 2.457691 -0.407287 -1.763687
H: -1.140187 0.758177 4.021632
C: 0.513242 -0.585044 -1.045509
C: -0.780675 0.617594 2.963851
H: -0.481817 -0.456918 2.897823
H: -2.255487 -0.176782 1.656156
H: -2.578987 1.495534 1.909038
C: -1.788461 0.791802 1.817948
H: 0.551845 -0.680482 -3.150568
H: 0.203893 1.069584 2.808556
C: 0.638260 0.875363 -0.816035
H: 1.418122 1.336913 -1.364499
H: 1.972958 -2.133404 -1.494783
H: 0.869461 1.157827 0.304602
H: 2.298922 -0.996276 0.058010
H: -0.234764 -1.048319 -0.285680

Atoms 1-3, force components in eV/Å:
-0.3 -0.5 1.5
1.3 0.9 0.3
-0.7 0.2 -0.3

Its lowest unoccupied orbital energy is 1.052 eV. For the largest force on an atom, the calculation gives 0.0718 Eh/bohr. The calculation puts the gap between HOMO and LUMO at 11.9 eV. The value obtained for the HOMO energy is -10.8 eV. Its total energy is -238.145875 a.u.

And the natural (NBO) charges, in e, turn out to be:
1. C -0.608
2. H 0.212
3. H 0.207
4. C -0.610
5. H 0.216
6. H 0.208
7. H 0.202
8. H 0.214
9. C -0.244
10. C -0.626
11. H 0.203
12. H 0.205
13. H 0.208
14. C -0.630
15. H 0.199
16. H 0.209
17. C -0.604
18. H 0.202
19. H 0.212
20. H 0.204
21. H 0.217
22. H 0.200